P) 19
Properties=species:S:1:pos:R:3:mulliken_charge:R:1 method="wB97M-V/def2-TZVPD" lumo_ev=0.94 smiles=NCCNCCS gap_ev=9.41
H -2.39554 0.47548 -0.90788 0.284
H 2.00314 0.02929 0.20192 0.480
H 2.33383 1.42850 1.28698 0.279
C -1.30279 -1.53326 -1.22269 -0.414
H -0.16471 2.12372 0.97720 0.239
H -1.73901 -0.35475 0.53500 0.185
H 0.94301 2.24784 -0.43595 0.370
H -1.51732 -1.47977 -2.35800 0.280
N -0.27990 0.71371 -0.74744 -0.294
H 0.90386 -0.91323 1.74623 0.349
H 0.21257 0.26716 2.42563 0.273
H -1.99667 -2.29610 -0.74978 0.334
C 0.48339 1.49154 0.22796 -0.527
H 0.86807 -1.09264 -0.63836 -0.158
N 1.18516 -0.08609 2.14445 -0.639
C -1.47766 -0.13309 -0.57493 -0.449
H 0.04537 0.60390 -1.70369 0.290
C 1.58651 0.66056 0.91299 -0.753
S 0.30868 -2.15279 -1.11965 -0.128


Q) 19
Properties=species:S:1:pos:R:3:mulliken_charge:R:1 method="wB97M-V/def2-TZVPD" lumo_ev=1.03 smiles=C[C@H](CS)NCN gap_ev=9.18
C 1.06702 -0.05263 -1.59953 -1.056
S 1.29045 1.62741 -2.25164 -0.223
H 0.98058 0.07804 0.95372 0.250
C -0.16988 -0.19005 -0.74150 0.360
H -0.43084 -1.96582 0.50932 0.323
H -1.35415 -2.07795 -1.01063 0.292
C -0.43432 -1.73499 -0.55624 -1.272
H -0.90612 2.04763 1.30572 0.284
H 0.86977 1.42306 -3.50270 0.113
H 1.09919 -0.74402 -2.44187 0.438
N -0.49667 0.73969 2.81366 -0.524
H -0.13248 -0.12420 3.17235 0.182
H -1.05418 0.19465 -1.23233 0.400
N 0.14471 0.42837 0.51988 -0.376
C -0.84215 0.97991 1.43565 -0.393
H 1.95692 -0.24762 -1.00141 0.358
H -0.15251 1.51186 3.35602 0.185
H 0.35365 -2.35718 -0.98415 0.370
H -1.78898 0.46386 1.25566 0.290


Stability ranking, top and bottom: Q) is the most stable and P) is the least stable.


P) 19
Properties=species:S:1:pos:R:3:mulliken_charge:R:1 method="wB97M-V/def2-TZVPD" lumo_ev=-1.03 gap_ev=7.97
H -2.85433 1.50726 0.01006 0.328
H -0.11758 -0.57044 -0.14585 0.138
H 2.04593 -1.61882 -0.55240 0.309
C 2.51369 -0.66978 -0.38059 -0.470
H -0.44323 2.35258 -0.07762 0.357
C -1.98959 0.90977 0.39138 -0.419
H 3.40955 -1.16597 1.37365 0.218
C 1.57142 0.43158 -0.82600 -0.637
H 2.00884 -0.34607 1.56962 0.260
H 3.45672 -0.60345 -1.02002 0.315
H -1.93040 1.08286 1.47871 0.334
H -0.89915 1.28082 -1.43277 0.422
H 2.05680 1.37940 -0.62490 0.338
N 0.37324 0.31790 -0.00258 -0.147
H 1.34380 0.36988 -1.89341 0.373
S -2.35498 -0.87897 0.18605 -0.224
N 2.87800 -0.41232 1.00244 -0.630
H -1.49773 -0.57168 -1.59906 0.156
C -0.70522 1.26644 -0.36176 -1.019


Q) 19
Properties=species:S:1:pos:R:3:mulliken_charge:R:1 method="wB97M-V/def2-TZVPD" lumo_ev=1.03 smiles=C[C@H](CS)NCN gap_ev=9.45
H 1.83227 -0.52157 -1.45256 0.225
S 1.22637 2.75180 1.04081 -0.256
N 0.11138 0.04946 -0.57370 -0.427
C 0.11175 0.15373 0.88565 0.079
H -0.85460 0.01787 -0.88519 0.334
H 1.06265 -0.15137 1.34448 0.530
C 0.94479 -1.08666 -1.22056 -0.412
H -0.98124 2.04091 0.35374 0.360
H -0.52347 1.82781 2.08641 0.351
H -2.02827 0.03457 1.12757 0.335
H 0.23545 -2.49165 -2.60907 0.186
H -1.40370 -1.44698 0.88448 0.416
H 1.52786 2.81176 -0.28598 0.110
C -1.15184 -0.56713 1.47528 -1.296
H -1.11395 -0.71306 2.58815 0.309
N 0.09846 -1.54569 -2.29030 -0.515
H 1.02442 -1.84084 -0.39557 0.375
H 0.10340 -0.95872 -3.10854 0.206
C -0.22172 1.63573 1.03489 -0.910


R) 19
Properties=species:S:1:pos:R:3:mulliken_charge:R:1 method="wB97M-V/def2-TZVPD" lumo_ev=0.84 smiles=CN[C@@H](CN)CS gap_ev=9.64
C -1.03553 -0.15993 -0.41756 -0.620
H 0.78674 -2.08150 -0.50007 0.233
H -2.32542 -1.09234 0.64667 0.255
C 0.41168 -0.13512 0.19180 0.366
N -2.05224 -0.05675 0.64676 -0.656
H -1.12007 -1.13822 -0.93891 0.334
H 0.22223 0.45740 1.11152 0.305
H -2.97067 0.33053 0.46417 0.239
H 1.44489 2.88571 -1.02730 0.349
C 0.76575 2.06363 -0.88947 -0.958
H -1.09149 0.54628 -1.24759 0.316
H 0.14599 1.94615 -1.78452 0.250
H 2.21271 -1.28612 0.50601 0.383
C 1.14789 -1.44007 0.42326 -0.753
H 0.15363 2.43530 -0.07519 0.384
S 0.55904 -2.56590 1.72231 -0.177
H -0.74388 -2.50640 1.48132 0.059
N 1.38838 0.77213 -0.49140 -0.576
H 2.10037 1.02524 0.17817 0.267


S) 19
Properties=species:S:1:pos:R:3:mulliken_charge:R:1 method="wB97M-V/def2-TZVPD" lumo_ev=0.89 smiles=CN[C@H](CN)CS gap_ev=9.38
H 1.57383 1.35422 -1.86338 0.169
H 0.65168 -1.81567 0.52945 0.442
H -1.14515 0.60267 -1.11568 0.353
N -0.37464 0.33430 1.51272 -0.324
C -0.29490 1.18689 -0.76464 -0.670
H 0.17416 0.20302 2.34923 0.261
S 2.22979 -1.32083 -1.10030 -0.243
C 0.58863 -1.10683 -0.28185 -0.699
H -0.16738 -1.42327 -1.00124 0.300
C 0.39245 0.30222 0.28960 -0.202
H 2.63093 -2.36490 -0.36815 0.135
H -2.14809 -0.04034 2.46421 0.372
H -1.57806 -1.43791 1.48487 0.293
H -0.66882 2.08557 -0.26538 0.271
H -2.29101 -0.02723 0.73675 0.273
H 1.36440 0.76140 0.45720 0.456
H 0.12228 1.60372 -2.74756 0.164
N 0.57958 1.45136 -1.87045 -0.401
C -1.63969 -0.34839 1.55460 -0.949


Stability ranking, top and bottom: S) is the most stable and P) is the least stable.


P) 19
Properties=species:S:1:pos:R:3:mulliken_charge:R:1 method="wB97M-V/def2-TZVPD" lumo_ev=0.96 smiles=CNC[C@@H](N)CS gap_ev=9.63
S -1.83413 -2.79589 -0.45772 -0.229
C -1.19126 -1.45631 0.67741 -0.773
H -1.17570 -2.21494 -1.46836 0.123
H -0.02815 -0.62120 -0.96733 0.367
H -2.08102 -0.93202 1.03085 0.365
H -0.70025 -1.99250 1.50129 0.379
H 0.55195 2.93330 -1.69530 0.361
H -1.02753 0.97571 0.67300 0.425
H -0.73987 1.86340 -1.30581 0.323
N 0.79200 1.73078 0.07735 -0.237
C 0.04718 -0.70283 0.11365 0.303
H 1.71618 -0.65995 1.25124 0.263
C 0.04225 0.73873 0.77043 -1.454
C 0.35988 1.94944 -1.28784 -0.902
N 1.29779 -1.32972 0.63549 -0.598
H 0.26467 0.52662 1.81310 0.641
H 1.05286 2.50429 0.65712 0.239
H 1.94576 -1.68703 -0.04662 0.199
H 0.70739 1.17012 -1.97194 0.206


Q) 19
Properties=species:S:1:pos:R:3:mulliken_charge:R:1 method="wB97M-V/def2-TZVPD" lumo_ev=0.94 smiles=CNC[C@H](N)CS gap_ev=9.63
H -2.03417 0.47511 -1.66456 0.292
H 1.56849 1.32869 -1.00132 0.331
H 0.03363 2.47553 -2.38966 0.263
H 0.63489 1.96424 1.08740 0.260
H 1.92028 -0.92638 0.36296 0.300
C 0.10111 0.15945 0.14057 0.569
C -1.65181 1.25393 -2.30045 -0.851
H -0.98689 -0.02553 0.05536 0.131
H 0.68664 -1.86989 -0.45108 0.332
S 0.24677 -2.05935 1.81374 -0.249
H -1.67574 0.86825 -3.30846 0.312
N -0.40357 1.76046 -1.77754 -0.182
N 0.25102 1.05926 1.26473 -0.685
H -0.66587 1.48039 1.61026 0.235
C 0.44884 0.82718 -1.23390 -0.837
H -2.45329 2.03781 -2.44336 0.273
H 0.85517 -0.03799 -1.90148 0.244
H 0.80949 -1.17331 2.66648 0.131
C 0.83965 -1.13814 0.38498 -0.869


R) 19
Properties=species:S:1:pos:R:3:mulliken_charge:R:1 method="wB97M-V/def2-TZVPD" lumo_ev=0.91 smiles="[H]/N=C/NC.CSC" gap_ev=9.29
H 2.96951 0.90331 -1.71182 0.317
N 3.35989 -0.52887 -0.23212 -0.675
C -2.53875 -0.80960 0.20979 -0.898
H -2.49144 1.81350 1.52410 0.270
H -3.01431 0.01672 -0.31490 0.273
H 4.31989 -0.20947 -0.28921 0.228
N 1.28447 -0.10949 -1.15900 -0.125
C -2.03050 1.04572 2.14866 -0.897
H -0.50460 0.13042 -2.20234 0.242
H 0.89796 -0.80055 -0.54131 0.245
S -1.14290 -0.19632 1.18172 -0.030
H 0.51229 1.55285 -2.16528 0.319
C 0.53209 0.46305 -2.25408 -0.919
H -2.80667 0.53809 2.71773 0.311
C 2.61948 0.10513 -1.04754 0.020
H -2.18955 -1.57557 -0.47846 0.286
H -1.29856 1.54080 2.78302 0.306
H -3.27107 -1.27851 0.87040 0.371
H 0.93077 0.16426 -3.22707 0.354


Stability ranking, top and bottom: R) is the most stable and Q) is the least stable.


P) 19
Properties=species:S:1:pos:R:3:mulliken_charge:R:1 method="wB97M-V/def2-TZVPD" lumo_ev=0.82 smiles=NCNCCCS gap_ev=9.18
H -0.53745 1.56800 0.66588 0.437
H -1.45419 0.04558 2.61085 0.442
H -1.98701 -0.75631 -0.63828 0.310
H -1.54575 -1.31112 1.43896 0.356
H -2.07310 1.22459 0.59642 0.345
C -1.11793 0.65559 0.55927 -0.751
H 2.46714 -0.26513 0.08730 0.232
S 0.71134 -0.94136 2.09769 -0.276
H 0.60428 -0.94472 3.43297 0.125
H 2.35377 -1.31054 -1.18661 0.259
H 1.56677 0.94308 -2.29585 0.332
N 2.45628 -0.34547 -0.91537 -0.629
C -1.23313 0.02072 -0.84208 -0.693
C -1.05975 -0.39018 1.69187 -0.658
H 0.04428 -0.38614 -2.48942 0.291
C 1.35229 0.53434 -1.29915 -0.429
N 0.05651 -0.22545 -1.49594 -0.331
H 1.24267 1.26779 -0.50205 0.293
H -1.84701 0.61673 -1.51644 0.346


Q) 19
Properties=species:S:1:pos:R:3:mulliken_charge:R:1 method="wB97M-V/def2-TZVPD" lumo_ev=1.04 smiles=NCCNCCS gap_ev=9.27
H 0.54076 -1.96541 0.07075 0.349
H -1.49744 -0.36280 1.94843 0.295
H 0.01280 3.13192 -1.87903 0.342
C -0.28449 -1.23493 0.20892 -0.747
N 0.32844 -1.21083 2.64512 -0.543
H -1.62740 -1.99174 2.03021 0.314
H -1.06843 -1.49678 -0.48562 0.303
H 1.28903 2.17660 -0.80481 0.301
S 1.13660 1.46657 -3.22004 -0.289
N 0.32328 0.04072 -0.31427 -0.231
C -0.83750 -1.21945 1.66017 -0.434
H 1.96258 0.53908 -2.78252 0.123
C 0.53496 2.17111 -1.63452 -0.505
H 0.72960 0.61241 0.46583 0.236
H -0.00908 -1.18576 3.60945 0.216
C -0.45383 0.87751 -1.21114 -0.694
H -0.68385 0.20339 -2.00181 0.561
H -1.33044 1.41149 -0.68653 0.216
H 0.93442 -1.96310 2.38141 0.186


Stability ranking, top and bottom: P) is the most stable and Q) is the least stable.


P) 23
Properties=species:S:1:pos:R:3:mulliken_charge:R:1 method="wB97M-V/def2-TZVPD" lumo_ev="-0.12 / -0.39" gap_ev="7.58 / 8.10"
C 0.15353 -2.87925 -1.08574 -0.849
H 0.81111 -3.01439 -1.91857 0.346
H -0.44093 0.36675 -4.34022 0.315
Si 0.59367 0.20830 -2.06229 0.320
H 1.97988 -0.07379 -2.48818 -0.137
H -0.00820 0.60367 5.08782 0.343
H 1.23285 0.42714 3.84153 0.322
C -0.16951 -0.48832 0.68067 0.598
H -0.52396 -1.27971 -3.73942 0.314
C 0.24771 -0.81651 -0.54825 -0.974
H -0.84488 1.58861 2.98928 0.294
C 0.43141 2.06533 -1.64498 -1.054
H 1.10596 2.67511 -2.24243 0.317
H 0.19514 -3.46848 -0.19220 0.365
H -1.78528 0.13759 3.37776 0.280
C -0.62453 -0.23711 -3.45600 -1.034
H -1.65586 -0.07750 -3.15227 0.326
H -0.57844 2.42264 -1.81740 0.305
H 0.24260 -0.96062 4.30088 0.310
H 0.66913 2.24528 -0.59862 0.324
C -0.79429 0.49726 3.07683 -0.636
C -0.47310 -0.05727 1.78519 0.716
C 0.23599 0.11526 4.14662 -1.110


Q) 23
Properties=species:S:1:pos:R:3:mulliken_charge:R:1 method="wB97M-V/def2-TZVPD" lumo_ev="-0.13 / -0.12" gap_ev="7.22 / 7.21"
H 3.42937 -2.09809 1.26029 0.202
H 0.90404 3.78407 -0.55377 0.256
H -3.98985 -1.34600 0.39653 0.308
C 1.06446 2.86756 -0.00796 -0.697
C -0.96448 -1.11971 -0.53778 -0.936
H 1.66835 0.17938 1.72915 -0.155
C -1.97962 0.55110 0.96527 -1.073
C 1.45571 1.74747 -0.60354 -0.122
C 2.92159 -1.03180 -0.48136 -0.168
H -3.41871 -1.73834 -1.23182 0.352
Si 1.66557 0.11742 0.27027 0.413
H 1.59244 1.75790 -1.67605 0.289
H 0.90135 2.92811 1.05579 0.249
H -2.97470 0.82431 1.30832 0.365
H -3.97560 -0.09912 -0.85475 0.318
H -0.86743 -1.89971 -1.26584 0.320
H -1.38440 0.24123 1.82210 0.275
H 4.27401 -2.63907 -0.25994 0.256
C -3.44220 -0.96633 -0.46529 -1.284
C -2.04098 -0.56003 -0.05468 1.009
H -1.50263 1.42763 0.53052 0.159
C 3.56961 -1.96610 0.20088 -0.619
H 3.09410 -0.96187 -1.54632 0.283


Stability ranking, top and bottom: Q) is the most stable and P) is the least stable.